C5H5NO as an isolated structure, computed with ωB97M-V with the def2-TZVPD basis set.

Summary:
* HOMO-LUMO gap: 11.086 eV
* charge: 0
* energy above the lowest of the compared OMol25 structures with the same formula, charge and spin: 62.49 kcal per mole
* electronic energy: -323.420098 Eh

XYZ file:
```
12
C5H5NO, DFT ωB97M-V with the def2-TZVPD basis set
O 0.057 -0.239 1.394
N 2.885 1.164 0.133
C -0.243 -0.414 -0.698
C 0.904 -0.544 0.282
C 2.029 0.390 0.189
C -1.080 0.812 -0.402
C -1.095 -0.341 0.544
H -1.850 -0.964 1.000
H -1.875 0.950 -1.134
H -0.342 -0.967 -1.625
H 1.254 -1.582 0.345
H -0.644 1.735 -0.028
```